A cluster of 2 separate species, C4H9NO in total in a non-equilibrium geometry. Source: the Open Molecules 2025 dataset; level of theory: ωB97M-V/def2-TZVPD.

## Properties
* charge: 0
* E_LUMO: 0.0332 Ha
* energy: -287.6948 a.u.
* Kohn-Sham gap: 9.7381 eV
* SMILES: C=C1N[C@@H]1C.O
* molecular weight: 87.12 g mol⁻¹

Geometry (Å):
C  1.73046  -0.45040  -1.39970
C  0.33869  0.06677  -1.14149
N  -0.49877  -0.98282  -0.48663
C  -0.07618  0.16943  0.23895
C  0.11004  0.46815  1.52026
O  -2.30904  0.74483  1.66572
H  2.46612  0.34972  -1.51391
H  2.02463  -1.08910  -0.56021
H  1.71528  -1.06391  -2.30455
H  -0.12004  0.65852  -1.93171
H  -1.46359  -0.90140  -0.81150
H  -1.76509  0.90806  0.87392
H  0.41254  1.44766  1.87357
H  -0.13706  -0.25621  2.29187
H  -2.28732  -0.21974  1.71448

Forces on the atoms, in the same order (eV/Å):
C 0.11 0.01 -0.11
C 0.18 0.19 -0.29
N -0.09 -0.22 -0.02
C 0.90 -0.51 0.44
C 0.69 -0.16 -0.38
O -1.25 0.03 -0.30
H -0.09 -0.05 -0.02
H -0.01 0.16 -0.16
H 0.11 0.09 0.02
H -0.01 -0.01 0.18
H 0.12 0.04 0.25
H -0.60 0.19 0.69
H 0.46 -0.19 -0.26
H -0.31 0.24 -0.18
H -0.20 0.18 0.13


An isolated molecule of C4H9NO in a non-equilibrium geometry. Source: the Open Molecules 2025 dataset; level of theory: ωB97M-V/def2-TZVPD.

## Properties
* charge: 0
* E_LUMO: 0.0246 Ha
* energy: -287.7226 a.u.
* Kohn-Sham gap: 10.1642 eV
* SMILES: C=C(CN)CO
* molecular weight: 87.12 g mol⁻¹

Geometry (Å):
C  0.67364  -0.64914  0.26050
C  -0.63075  -0.12135  -0.11501
C  -1.60886  -0.98134  -0.34952
C  -0.86451  1.27199  0.26223
H  2.77626  -0.26887  0.38390
H  2.28135  -0.43938  -1.14211
H  0.81671  -0.63565  1.39128
H  0.36862  -1.66726  -0.00599
H  -2.60141  -0.55295  -0.58164
H  -1.34977  -2.03624  -0.37785
H  -0.88959  1.33692  1.42893
H  -1.97387  1.45831  -0.10016
H  0.89181  1.34644  -0.45375
N  1.96319  -0.10159  -0.23750
O  0.14721  2.04011  -0.36330

Forces on the atoms, in the same order (eV/Å):
C 1.74 -2.37 1.78
C -0.86 0.66 1.33
C -0.46 0.68 -0.86
C -2.48 0.68 0.02
H -1.25 0.17 -0.25
H -0.57 -0.05 0.00
H -0.54 0.12 -1.24
H 2.03 -0.75 0.21
H 0.43 -0.86 0.37
H -0.65 0.01 -0.32
H 0.25 0.15 -1.82
H 2.18 0.68 0.63
H -0.68 1.96 0.06
N 0.33 -0.13 -0.21
O 0.53 -0.95 0.29


An isolated molecule of C4H9NO in a non-equilibrium geometry. Source: the Open Molecules 2025 dataset; level of theory: ωB97M-V/def2-TZVPD.

## Properties
* charge: 0
* E_LUMO: 0.0321 Ha
* energy: -287.7341 a.u.
* Kohn-Sham gap: 10.3969 eV
* SMILES: C[C@]1(CO)CN1
* molecular weight: 87.12 g mol⁻¹

Geometry (Å):
C  0.14319  1.49162  -0.03422
C  0.12123  -0.04041  -0.01442
C  -1.13906  -0.67483  -0.53554
C  1.19954  -0.73639  0.76598
H  1.06573  1.87805  0.25401
H  -0.07619  1.80174  -1.05160
H  -0.49149  1.94749  0.68084
H  -0.97557  -1.77668  -0.63649
H  -1.19592  -0.21226  -1.51849
H  -2.43389  -0.77635  1.09977
H  0.95191  -1.69010  1.22035
H  1.92999  -0.05841  1.34126
H  1.95924  -0.12846  -1.14718
N  1.25390  -0.78562  -0.66193
O  -2.31260  -0.23938  0.23766

Forces on the atoms, in the same order (eV/Å):
C -0.52 -1.66 -0.94
C 1.47 0.14 -0.20
C -0.29 0.18 1.62
C 0.24 0.99 1.29
H 2.07 0.37 0.16
H -0.23 0.41 -0.03
H -1.32 0.14 0.43
H -0.55 0.84 0.20
H -0.75 -0.29 -0.20
H 0.68 1.16 -2.31
H 0.31 0.02 0.20
H -1.23 -1.20 -0.83
H -1.35 -1.27 1.44
N 1.15 1.93 -1.82
O 0.31 -1.75 0.99


A cluster of 2 separate species, C4H9NO in total in a non-equilibrium geometry. Source: the Open Molecules 2025 dataset; level of theory: ωB97M-V/def2-TZVPD.

## Properties
* charge: 0
* E_LUMO: 0.0275 Ha
* energy: -287.7029 a.u.
* Kohn-Sham gap: 8.6377 eV
* SMILES: C=C/C=C/N.O
* molecular weight: 87.12 g mol⁻¹

Geometry (Å):
N  -0.19471  -1.92475  -0.53566
C  -0.07266  -0.91911  0.40593
C  -0.29689  0.36749  0.00914
C  -0.91546  1.48971  0.79141
C  -1.66796  2.42124  0.18778
H  -0.30981  -2.85923  -0.17819
H  -0.91125  -1.74047  -1.21671
H  0.39091  -1.22271  1.34877
H  0.06070  0.62978  -0.98832
H  -0.37789  1.60417  1.73480
H  -1.81525  3.38623  0.65869
H  -1.48884  2.40136  -0.89006
H  2.48429  -1.72404  0.15304
H  2.20308  -0.73307  -0.97779
O  2.91173  -1.17661  -0.50283

Forces on the atoms, in the same order (eV/Å):
N 0.36 -0.39 -0.09
C -0.03 0.82 -0.39
C -0.09 0.42 0.52
C 2.31 -0.53 -0.41
C 2.20 0.06 -0.03
H 0.35 -0.02 0.10
H 0.07 0.11 -0.12
H -1.14 0.08 0.34
H -1.23 -0.37 -0.52
H -1.26 0.06 0.65
H -0.51 -0.20 0.06
H -1.26 -0.02 -0.05
H -0.21 -0.12 0.05
H -0.09 -0.13 0.12
O 0.53 0.21 -0.22